ORCA calculation (ωB97M-V/def2-TZVPD) on a molecular structure, C52H66F3N10SY.

```
133
Properties=species:S:1:pos:R:3:forces:R:3:mulliken_charge:R:1
Y 0.713976 0.281133 -0.665041 0.686 0.157 0.490 -0.0230
C 6.145353 -2.101030 2.219534 -0.086 0.030 -0.015 -1.0626
C 4.943646 -1.465557 2.934551 0.016 -0.088 -0.117 -1.2216
C 3.668228 -1.583521 2.153627 0.047 0.068 0.008 0.4188
C 2.704505 -2.546191 2.251312 -0.008 -0.045 0.000 0.3940
C 2.676470 -3.745103 3.149519 0.020 -0.054 -0.079 -0.9824
C 3.212441 -5.011055 2.464530 -0.022 0.060 0.001 -1.2034
C 1.710915 -2.245867 1.238535 0.027 0.024 0.064 0.7100
C 0.578681 -3.013040 0.962782 -0.021 -0.015 -0.061 -0.8836
C -0.364957 -2.801632 -0.044271 -0.018 0.013 0.048 -0.1999
C -1.533107 -3.627734 -0.293801 0.107 -0.115 0.035 1.0614
C -1.893932 -4.870223 0.461549 0.045 -0.048 -0.044 -1.1038
C -1.150131 -6.105465 -0.064699 -0.009 0.068 0.026 -1.3472
C -2.162058 -3.095701 -1.376693 -0.081 0.043 -0.033 0.6755
C -1.376810 -1.948622 -1.794124 0.074 -0.025 -0.038 0.0247
C -1.618175 -1.181087 -2.933991 -0.092 0.013 0.007 -0.4824
C -0.851872 -0.139136 -3.452425 -0.019 0.056 0.001 -0.0022
N 0.302643 0.322489 -2.904424 0.041 -0.061 -0.123 -0.2287
C 0.763254 1.327881 -3.693921 0.125 -0.057 -0.092 0.1105
C 1.973510 1.995467 -3.497420 -0.007 0.003 0.009 -0.4790
C 2.909645 1.789056 -2.483312 0.054 -0.009 -0.044 -0.2090
N 2.740047 0.950115 -1.430142 0.538 -0.173 -0.348 -0.4622
C 3.838620 1.052854 -0.638544 0.011 -0.064 0.011 0.0741
C 4.052856 0.320792 0.531977 -0.025 -0.010 -0.019 -0.6546
C 3.267135 -0.705530 1.068020 0.119 -0.095 -0.076 0.2236
N 2.063823 -1.112421 0.571867 0.296 -0.301 0.071 0.0587
C 4.767751 2.004752 -1.222485 0.098 0.033 0.106 0.7531
C 4.191982 2.461827 -2.366044 -0.046 0.107 0.008 0.9682
C 4.731594 3.459076 -3.342618 0.008 -0.097 -0.059 -1.2486
C 5.299109 2.801992 -4.606598 -0.012 0.001 0.012 -1.1870
C 6.073406 2.417510 -0.614820 -0.107 0.070 0.059 -1.2677
C 5.882660 3.434032 0.519240 0.011 -0.036 -0.047 -1.0543
C -0.156463 1.537848 -4.797231 0.028 0.084 0.002 0.8199
C -1.149936 0.618964 -4.654769 -0.078 -0.040 -0.065 0.7240
C -2.358828 0.434156 -5.519813 -0.062 0.032 0.112 -1.2371
C -3.598544 1.131546 -4.942855 0.046 -0.020 -0.012 -0.6958
C -0.001243 2.570058 -5.871650 0.067 -0.128 -0.060 -1.2751
C 0.924353 2.109487 -7.004893 -0.015 0.010 0.049 -1.0497
N -0.322237 -1.785177 -0.947891 0.078 0.009 -0.060 0.1938
C -3.451246 -3.535581 -1.996175 -0.036 0.056 0.026 -1.1577
C -4.636542 -2.708732 -1.479914 0.026 -0.012 -0.004 -0.8438
H 7.057005 -2.001094 2.812138 -0.044 0.006 -0.013 0.4124
H 6.312378 -1.629322 1.248676 -0.006 -0.022 0.041 0.2544
H 5.967133 -3.162985 2.041115 0.013 0.030 0.008 0.2024
H 5.156866 -0.411582 3.127135 0.009 0.022 0.036 0.3630
H 4.813909 -1.939698 3.909772 -0.001 0.016 0.015 0.4878
H 1.651989 -3.928221 3.486605 0.008 0.024 0.010 -0.0330
H 3.264161 -3.539767 4.046565 -0.006 -0.016 0.023 0.4154
H 2.686547 -5.191377 1.524007 0.021 -0.003 0.048 0.2456
H 3.087143 -5.888929 3.101943 0.012 0.043 -0.011 0.4256
H 4.274331 -4.906590 2.233404 -0.048 0.004 -0.007 0.2399
H 0.435872 -3.896425 1.575857 -0.011 0.025 0.002 0.7444
H -2.971327 -5.037155 0.394833 0.003 0.006 0.012 0.5410
H -1.670108 -4.736472 1.523275 -0.031 -0.008 0.018 -0.1231
H -1.372100 -6.259699 -1.122175 0.007 -0.010 0.023 0.3341
H -1.435618 -7.006167 0.483176 0.008 0.047 -0.014 0.4275
H -0.069655 -5.973711 0.029242 -0.040 -0.008 -0.015 0.2511
H -2.500220 -1.448511 -3.505697 0.014 0.015 0.025 0.2675
H 2.225201 2.752400 -4.231087 -0.006 -0.007 0.002 0.4483
H 4.985136 0.521641 1.049130 -0.021 -0.020 -0.020 0.3867
H 5.508739 4.054027 -2.860405 0.001 0.027 0.005 0.4668
H 3.938367 4.159015 -3.617772 0.000 0.011 0.005 0.4312
H 6.159125 2.174393 -4.361922 -0.049 0.017 -0.008 0.3140
H 5.618897 3.554754 -5.330055 0.002 -0.028 0.024 0.3865
H 4.550925 2.164415 -5.084000 0.041 0.035 0.023 0.2643
H 6.710521 2.851912 -1.386698 0.028 -0.017 -0.011 0.4655
H 6.600928 1.537551 -0.237975 0.021 0.000 -0.005 0.4217
H 5.367745 4.322302 0.148930 0.007 -0.017 0.014 0.2950
H 6.841424 3.739486 0.943864 -0.029 -0.018 -0.018 0.4010
H 5.270561 3.013018 1.319467 0.003 0.012 -0.019 0.2116
H -2.564829 -0.632912 -5.638450 0.010 0.010 -0.033 0.4380
H -2.151785 0.821538 -6.519086 -0.006 -0.011 -0.011 0.4109
H -3.833705 0.735669 -3.952108 0.009 0.020 -0.039 -0.1154
H -4.469958 0.987975 -5.585674 0.044 0.000 0.024 0.4156
H -3.422409 2.203885 -4.834540 -0.005 -0.043 0.003 0.3166
H 0.385212 3.491748 -5.433007 -0.006 0.045 0.001 0.4605
H -0.983644 2.813038 -6.281398 -0.002 0.012 0.008 0.4247
H 1.925881 1.892341 -6.626847 -0.038 -0.002 -0.010 0.1950
H 1.009802 2.874281 -7.779023 0.001 -0.015 0.022 0.3821
H 0.541224 1.196874 -7.465189 0.012 0.016 0.006 0.2988
H -3.619148 -4.593357 -1.781938 -0.004 0.008 -0.018 0.4449
H -3.392200 -3.447429 -3.083685 0.008 -0.025 0.002 0.4558
H -4.751525 -2.834923 -0.400478 0.011 0.014 -0.047 0.2873
H -5.569640 -3.009602 -1.960970 0.035 0.013 0.016 0.4127
H -4.476335 -1.644232 -1.669684 -0.011 -0.052 0.012 0.0179
C 0.305356 2.543702 4.672398 0.061 0.045 -0.053 -0.8994
C 0.543395 3.328564 3.435716 -0.049 -0.136 -0.051 0.9016
N 0.465075 4.612255 3.321280 0.057 0.013 -0.339 -0.9261
N 0.740120 4.835091 1.989124 -0.089 0.352 0.134 0.2340
C 0.973829 3.727801 1.269830 -0.160 -0.017 0.055 0.1181
S 1.300237 3.563830 -0.349549 0.045 0.055 -0.055 -0.4504
N 0.851383 2.752970 2.218212 0.070 -0.365 0.205 0.0916
N 1.087517 1.412219 1.961163 -0.029 -0.077 -0.319 0.0991
H -0.036824 3.221002 5.450766 0.003 -0.006 0.003 0.3868
H 1.222302 2.055445 5.011314 -0.007 0.011 -0.029 0.2785
H -0.447845 1.772438 4.498628 -0.022 0.027 0.005 -0.0086
H 0.704432 5.763559 1.609935 -0.006 0.027 0.019 0.1683
H 1.920302 1.103036 2.447890 0.101 -0.029 -0.030 0.3637
H 0.274169 0.827527 2.202389 -0.058 -0.054 0.116 0.0926
C -2.565914 -1.197843 5.785694 0.022 0.025 0.087 -1.9757
C -2.206687 -1.551117 4.348560 0.094 0.029 0.043 1.6741
C -3.464628 -1.564097 3.489403 -0.069 0.086 -0.041 -1.8671
C -1.514870 -2.913726 4.294976 -0.002 -0.110 -0.043 -1.3467
N -1.296359 -0.476887 3.873769 -0.261 -0.126 -0.136 -0.4939
N -1.027225 -0.505144 2.473615 0.073 -0.061 0.158 0.3652
H -3.184745 -1.979338 6.235484 0.059 0.058 -0.034 0.4288
H -3.112726 -0.253261 5.814375 0.027 -0.047 0.016 0.3976
H -1.661817 -1.089403 6.393659 -0.056 -0.009 -0.015 0.4119
H -4.225299 -2.185373 3.965238 0.018 -0.002 -0.028 0.5172
H -3.275165 -1.968736 2.492751 -0.010 0.011 0.007 0.2163
H -3.867761 -0.552932 3.381589 0.015 -0.050 0.014 0.3793
H -2.207276 -3.719908 4.553279 0.045 0.047 -0.017 0.4821
H -0.676059 -2.948654 4.996672 -0.015 -0.002 -0.027 0.3760
H -1.130525 -3.114659 3.288942 -0.036 -0.034 0.088 0.1741
H -0.396878 -0.603831 4.324832 0.026 0.005 0.131 0.4003
H -1.822914 -0.126646 1.974389 0.010 0.133 -0.082 -0.0590
H -0.864355 -1.454219 2.141261 -0.010 0.008 -0.103 -0.5278
F -8.720431 2.130948 0.524049 -0.063 -0.046 0.006 -0.2624
C -7.893955 3.184316 0.675580 0.111 -0.027 -0.011 0.8278
F -8.261066 4.088168 -0.254366 -0.038 0.055 -0.046 -0.2565
F -8.159390 3.726658 1.874347 -0.038 0.020 0.053 -0.2857
C -6.456555 2.787243 0.529350 -0.008 0.002 -0.011 0.4532
C -6.071592 2.085197 -0.606098 0.075 -0.051 -0.058 -0.9746
C -4.749794 1.717687 -0.776247 -0.041 -0.012 -0.035 -0.1269
C -3.787016 2.044673 0.186262 0.141 -0.045 0.013 -0.2733
C -4.191121 2.756687 1.318934 -0.053 0.019 -0.005 -0.6116
C -5.518219 3.125722 1.489568 0.147 0.012 0.039 -0.7508
C -2.418836 1.635637 0.019124 -0.028 0.002 0.110 0.4703
C -1.256261 1.268919 -0.101263 -1.825 0.660 0.360 -0.5239
H -6.810374 1.828541 -1.355491 0.022 -0.011 0.003 0.3778
H -4.439222 1.172268 -1.658732 -0.023 0.016 0.028 0.4259
H -3.450387 3.020323 2.063766 -0.033 -0.004 -0.011 0.6178
H -5.821369 3.678621 2.367882 0.018 -0.009 0.007 0.4483
```
Positions in Å, forces in eV/Å.

* energy relative to the best compared isomer or geometry (same formula, charge and spin): 35.1 kJ/mol
* molecular weight: 1009.14 g mol⁻¹